C4H6N4 | ωB97M-V/def2-TZVPD

Each line ends with the Löwdin charge.
Element x y z (Å)
C: 1.200 -1.205 -0.034  -0.04
N: 2.015 -0.078 -0.009  0.02
N: 1.357 1.071 -0.275  -0.02
C: 0.110 0.604 0.066  -0.38
C: -1.359 1.121 -0.185  -0.08
N: -2.108 0.085 -0.089  0.03
N: -1.305 -1.277 0.040  0.04
C: -0.050 -0.793 -0.419  -0.44
H: 1.589 -2.172 -0.182  0.10
H: 1.760 1.725 0.591  0.21
H: 0.071 0.735 1.138  0.14
H: -1.672 2.208 -0.303  0.13
H: -1.268 -1.200 1.113  0.13
H: -0.341 -0.825 -1.451  0.16

Force components x, y, z for each atom (eV/Å):
C 5.694 3.432 -0.227
N 1.814 -6.124 -0.148
N 2.500 2.414 2.611
C -6.363 2.832 0.317
C 1.519 -1.161 -0.468
N -1.090 0.198 -0.407
N -1.750 2.804 3.527
C -2.964 1.399 -0.674
H 0.976 -0.863 0.517
H -1.227 -1.468 -3.381
H -0.116 -1.146 1.083
H -0.059 -1.771 0.276
H -0.113 -0.881 -1.467
H 1.179 0.334 -1.558

Its total charge is 0. The orbital gap comes out at 9.8 eV. As for the HOMO energy: -0.343 Ha. The value obtained for the energy relative to the best compared isomer or geometry (same formula, charge and spin) is 621.4 kJ/mol. The LUMO energy comes out at 0.019 Eh. The calculation puts the electronic energy at -10199.499 eV. Its SMILES is C1=NN[C@H]2C=NN[C@H]12.

C30H50ClNaO34 | ωB97M-V/def2-TZVPD

Each line ends with the Löwdin charge.
Element x y z (Å)
Na: 2.635 0.716 -2.729  0.53
Cl: -0.161 0.691 -0.139  0.66
O: -0.643 0.161 -1.398  -0.36
O: 1.256 1.021 -0.261  -0.37
O: -0.902 1.868 0.221  -0.33
O: -0.301 -0.310 0.899  -0.34
C: -4.065 3.161 -1.114  -0.12
C: -5.172 3.954 -0.390  -0.08
O: -5.531 3.091 0.695  0.07
C: -4.848 1.931 0.654  -0.58
O: -4.881 1.070 1.457  0.18
O: -4.088 1.901 -0.471  0.03
H: -3.071 3.580 -0.945  0.12
H: -4.240 3.124 -2.189  0.12
H: -6.066 4.129 -0.984  0.13
H: -4.816 4.886 0.039  0.13
C: 0.181 -3.405 -0.997  -0.12
C: 1.622 -3.430 -1.522  -0.09
O: 1.433 -3.886 -2.874  0.04
C: 0.269 -4.598 -2.928  -0.57
O: 0.014 -5.364 -3.796  0.18
O: -0.548 -4.225 -1.914  0.07
H: -0.217 -2.392 -0.992  0.09
H: 0.111 -3.778 0.024  0.13
H: 2.321 -4.029 -0.940  0.13
H: 1.998 -2.413 -1.592  0.11
C: 2.800 -2.653 3.624  -0.10
C: 2.457 -1.144 3.674  -0.12
O: 3.645 -0.532 4.141  0.07
C: 4.665 -1.387 3.967  -0.57
O: 5.823 -1.134 3.945  0.17
O: 4.187 -2.656 3.887  0.05
H: 2.482 -3.182 2.728  0.13
H: 2.262 -3.111 4.454  0.13
H: 1.591 -0.994 4.311  0.13
H: 2.140 -0.708 2.722  0.11
C: -3.804 -0.021 -3.075  -0.12
C: -4.830 -0.720 -2.205  -0.12
O: -5.327 -1.712 -3.093  0.08
C: -4.328 -2.023 -3.957  -0.57
O: -4.240 -3.030 -4.544  0.20
O: -3.383 -1.041 -3.989  0.04
H: -2.960 0.306 -2.469  0.10
H: -4.232 0.794 -3.657  0.13
H: -5.532 0.090 -1.982  0.13
H: -4.537 -1.095 -1.224  0.13
C: -3.253 -1.778 1.663  -0.09
C: -2.484 -2.886 0.865  -0.11
O: -1.754 -3.577 1.869  0.06
C: -1.895 -2.976 3.071  -0.58
O: -1.333 -3.300 4.060  0.16
O: -2.773 -1.955 3.003  0.06
H: -4.331 -1.878 1.699  0.13
H: -2.908 -0.816 1.293  0.10
H: -1.772 -2.391 0.221  0.08
H: -3.208 -3.468 0.298  0.14
C: 4.076 -1.770 -6.372  -0.01
O: 2.673 -2.059 -6.301  0.04
C: 2.030 -1.553 -5.272  -0.62
O: 2.531 -0.913 -4.376  0.08
O: 0.756 -1.811 -5.410  0.05
C: -0.165 -1.403 -4.404  0.01
H: 4.464 -2.216 -7.280  0.10
H: 4.581 -2.047 -5.453  0.10
H: 4.223 -0.693 -6.532  0.09
H: 0.089 -1.852 -3.445  0.09
H: -1.113 -1.841 -4.702  0.10
H: -0.309 -0.325 -4.326  0.10
C: 1.793 1.998 3.197  -0.05
O: 1.103 3.026 3.858  0.01
C: 0.683 2.757 5.088  -0.63
O: 0.991 1.773 5.708  0.12
O: -0.132 3.719 5.464  0.01
C: -0.535 3.796 6.836  -0.02
H: 1.257 1.046 3.228  0.07
H: 2.774 1.768 3.626  0.10
H: 1.913 2.262 2.150  0.09
H: 0.132 4.508 7.322  0.10
H: -0.422 2.829 7.319  0.10
H: -1.566 4.116 6.868  0.09
C: -1.872 -0.022 5.734  0.01
O: -2.330 0.917 4.736  -0.01
C: -2.844 2.077 5.128  -0.63
O: -3.078 2.373 6.267  0.11
O: -3.077 2.880 4.107  0.02
C: -2.380 2.725 2.862  -0.02
H: -2.285 -0.982 5.452  0.08
H: -2.188 0.303 6.723  0.10
H: -0.784 -0.034 5.691  0.08
H: -1.318 2.807 3.133  0.09
H: -2.548 3.568 2.205  0.10
H: -2.468 1.724 2.456  0.08
C: -1.199 2.905 -3.305  -0.02
O: -0.633 3.162 -4.589  0.04
C: 0.637 2.831 -4.711  -0.62
O: 1.377 2.584 -3.799  0.11
O: 0.910 2.717 -5.987  0.04
C: 2.262 2.479 -6.349  -0.01
H: -2.213 3.296 -3.341  0.08
H: -0.700 3.371 -2.456  0.10
H: -1.247 1.830 -3.132  0.07
H: 2.456 1.405 -6.380  0.09
H: 2.961 2.906 -5.629  0.10
H: 2.436 2.928 -7.319  0.10
C: 5.874 -2.937 0.871  0.00
O: 4.880 -2.501 -0.075  0.03
C: 4.678 -1.234 -0.353  -0.60
O: 3.959 -0.899 -1.267  0.10
O: 5.265 -0.434 0.512  0.01
C: 5.015 0.953 0.408  -0.01
H: 6.745 -3.357 0.375  0.10
H: 5.323 -3.657 1.472  0.10
H: 6.262 -2.223 1.597  0.09
H: 5.639 1.399 -0.372  0.10
H: 5.204 1.421 1.363  0.11
H: 3.993 1.125 0.063  0.08

Force components x, y, z for each atom (eV/Å):
Na -0.361 -0.278 0.315
Cl 0.301 -0.063 0.882
O 0.062 -0.084 -0.202
O -0.073 -0.049 -0.486
O 0.034 0.025 -0.259
O -0.047 0.048 -0.334
C 0.125 0.842 0.393
C 0.136 -0.314 0.294
O -0.112 0.007 0.369
C 0.149 0.949 -0.765
O -0.247 -0.582 0.365
O 0.032 -0.679 -0.452
H -0.083 0.101 -0.019
H -0.090 -0.522 0.052
H 0.045 0.005 -0.123
H -0.008 0.075 -0.103
C 0.493 0.234 0.406
C -0.636 1.033 -0.425
O 0.325 -0.635 0.585
C 0.127 0.441 -0.364
O -0.248 0.034 0.163
O 0.251 -0.405 0.137
H -0.059 0.003 -0.289
H -0.179 -0.298 -0.123
H -0.092 -0.330 -0.299
H 0.277 -0.049 0.108
C -1.172 0.806 1.078
C -1.171 -0.660 -0.783
O 0.178 0.445 -0.239
C -0.311 -0.836 0.444
O 0.212 0.418 0.036
O 0.589 -0.371 -0.808
H 0.540 0.165 -0.294
H 0.279 -0.334 0.047
H 0.339 0.327 0.586
H 0.500 -0.197 -0.201
C 0.968 -0.295 0.491
C -0.576 1.775 -0.246
O -0.101 0.003 0.433
C 0.477 0.627 0.754
O -0.140 -1.116 -1.055
O -0.415 -0.020 0.327
H 0.122 0.125 -0.254
H -0.067 0.074 0.086
H -0.702 -0.673 -0.064
H 0.493 -0.448 -0.327
C 1.000 -0.486 -0.071
C -0.936 1.508 0.507
O -0.085 -0.519 -0.129
C -0.686 0.571 -0.529
O 0.489 -0.287 0.503
O 0.229 -0.126 -0.054
H -0.070 0.078 -0.250
H -0.427 0.236 0.204
H -0.026 -0.102 -0.248
H 0.439 -0.675 0.157
C -0.059 1.042 -0.173
O 0.512 -0.234 -0.363
C -0.502 0.053 -0.185
O 0.394 0.613 0.668
O -0.223 -0.110 -0.379
C -0.668 -0.544 0.374
H -0.091 -0.598 0.221
H 0.097 -0.299 -0.117
H -0.157 -0.076 0.283
H 0.228 0.316 0.040
H 0.022 0.068 -0.115
H 0.409 0.046 -0.081
C 0.629 -1.320 -0.349
O -0.230 0.702 -0.349
C 0.123 -0.520 0.109
O 0.038 -0.185 0.297
O -0.342 0.553 -0.239
C 0.650 -0.208 0.366
H -0.353 0.404 0.048
H -0.094 0.431 0.163
H -0.135 0.325 0.020
H -0.135 0.076 0.056
H -0.127 -0.032 -0.058
H -0.084 0.057 -0.093
C -0.026 0.402 -0.108
O 0.408 -0.371 -0.312
C 0.350 -0.550 0.092
O -0.347 0.263 0.227
O -0.849 0.990 -0.519
C 1.938 -0.633 1.209
H 0.002 -0.112 0.093
H -0.109 -0.092 -0.052
H -0.039 -0.061 -0.012
H -0.033 0.025 -0.327
H -0.762 -0.090 -0.019
H -0.581 0.161 -0.387
C -0.761 -0.176 0.535
O -0.025 0.309 0.102
C -0.957 -0.531 -0.267
O 1.095 -0.357 0.930
O 0.166 0.479 -0.748
C 0.717 -0.274 0.233
H 0.049 0.010 -0.207
H 0.393 0.069 -0.289
H 0.118 0.036 0.057
H -0.126 0.012 -0.126
H -0.195 0.134 0.008
H -0.175 -0.039 -0.097
C -0.091 -0.420 1.084
O 0.455 -0.148 -0.348
C -0.373 -0.045 0.176
O -0.057 0.448 -0.343
O 0.418 0.085 0.462
C -0.456 0.746 -1.136
H -0.308 -0.227 -0.356
H 0.412 -0.392 -0.117
H -0.451 0.564 -0.400
H 0.285 -0.109 0.242
H 0.049 -0.135 0.186
H -0.125 -0.052 0.467

Its total charge is 0. The orbital gap comes out at 9.5 eV. As for the HOMO energy: -0.373 Ha. The value obtained for the energy relative to the best compared isomer or geometry (same formula, charge and spin) is 0.0 kJ/mol. The LUMO energy comes out at -0.024 Eh. The calculation puts the electronic energy at -118469.561 eV.

C15H28N3O8PSZn | ωB97M-V/def2-TZVPD

Each line ends with the Löwdin charge.
Element x y z (Å)
Zn: -2.105 -10.993 14.065  0.81
C: 0.959 -12.029 13.510  -0.01
O: -0.446 -12.120 13.114  -0.28
C: -0.765 -12.642 11.816  -0.16
C: -2.210 -13.113 11.888  -0.14
O: -3.012 -12.119 12.561  -0.25
C: -4.455 -12.134 12.302  -0.10
C: -4.907 -10.740 12.670  -0.17
O: -4.458 -10.414 13.993  -0.26
C: -4.926 -9.109 14.348  -0.06
H: 0.976 -11.508 14.493  0.10
H: 1.523 -11.351 12.890  0.10
H: 1.428 -12.977 13.548  0.08
H: -0.091 -13.474 11.473  0.16
H: -0.654 -11.804 11.076  0.13
H: -2.353 -14.092 12.437  0.13
H: -2.618 -13.239 10.836  0.16
H: -4.983 -12.962 12.838  0.15
H: -4.575 -12.247 11.237  0.14
H: -6.019 -10.682 12.623  0.16
H: -4.466 -9.964 12.008  0.13
H: -5.972 -9.170 14.620  0.09
H: -4.776 -8.416 13.500  0.10
H: -4.443 -8.805 15.272  0.10
O: 0.297 -9.004 14.967  0.00
C: -0.256 -8.575 13.914  -0.46
N: -1.363 -9.186 13.366  -0.12
S: -1.667 -8.559 11.833  0.70
O: -1.355 -9.545 10.821  -0.30
O: -2.932 -7.781 11.848  -0.31
C: -0.371 -7.392 11.882  -0.25
C: -0.044 -6.523 10.847  -0.03
C: 1.144 -5.854 10.922  -0.05
C: 1.931 -5.944 12.057  -0.05
C: 1.496 -6.629 13.193  0.02
C: 0.325 -7.437 13.079  -0.10
H: -0.784 -6.383 10.036  0.14
H: 1.535 -5.195 10.184  0.11
H: 2.902 -5.493 12.086  0.11
H: 2.047 -6.511 14.151  0.14
N: -4.833 -12.380 18.665  0.14
C: -4.441 -11.800 17.301  -0.13
P: -2.872 -12.711 16.853  0.46
O: -2.232 -13.167 18.099  -0.28
O: -2.099 -11.708 15.945  -0.34
C: -3.184 -14.226 15.856  -0.15
N: -1.858 -14.981 15.758  0.19
H: -5.070 -11.703 19.423  0.19
H: -3.964 -12.881 19.007  0.14
H: -5.582 -13.078 18.593  0.17
H: -4.159 -10.730 17.438  0.13
H: -5.263 -11.892 16.594  0.11
H: -3.452 -13.955 14.819  0.10
H: -3.906 -14.889 16.329  0.11
H: -1.412 -15.091 16.687  0.18
H: -1.241 -14.391 15.233  0.14
H: -2.036 -15.895 15.343  0.18

Force components x, y, z for each atom (eV/Å):
Zn 0.669 1.407 -0.278
C -0.891 1.774 0.835
O 0.360 -0.742 0.592
C 0.430 0.630 -0.710
C -0.855 -0.760 -0.912
O -0.216 -0.480 0.079
C 0.826 0.387 0.445
C -0.568 0.519 0.056
O 0.350 -0.718 0.016
C -0.156 0.271 0.083
H -0.234 -0.638 -0.472
H -0.016 0.092 -0.754
H 0.277 -1.076 -0.019
H -0.560 0.589 0.619
H -0.251 -0.695 0.577
H 0.347 0.819 -0.524
H 0.541 0.041 1.193
H 0.578 0.637 -0.217
H -0.221 -0.237 -0.413
H 0.646 0.001 -0.026
H -0.309 -0.601 -0.035
H -0.511 -0.040 -0.326
H 0.129 -0.090 0.629
H 0.552 0.188 -0.266
O -1.649 0.889 -2.465
C 2.148 -0.750 2.799
N -0.329 -0.197 -0.531
S -0.891 1.915 1.020
O -0.987 0.009 0.364
O 1.541 -2.241 -0.413
C 0.630 0.644 0.143
C -1.631 -0.406 -0.726
C 0.608 0.295 0.419
C -0.369 -0.737 1.251
C -0.396 -0.600 0.718
C 0.106 -0.328 -0.604
H 0.827 -0.171 0.275
H -0.243 0.226 -0.865
H 0.185 0.477 0.036
H -0.427 -0.504 -0.860
N 0.540 -0.110 0.602
C 0.327 -0.219 0.740
P 1.559 2.931 -1.799
O -0.345 -0.502 0.600
O -1.297 -1.694 0.323
C 0.136 0.023 -0.571
N -1.149 0.390 1.285
H -0.045 -0.286 -0.889
H -0.426 0.300 -0.169
H 0.088 0.335 0.120
H -0.139 -0.828 -0.171
H -0.026 0.087 0.075
H -0.129 -0.321 0.504
H -0.058 -0.004 -0.174
H -0.352 -0.019 -0.125
H 0.824 0.141 -0.865
H 0.454 -0.025 -0.220

Its total charge is +2. The orbital gap comes out at 7.3 eV. As for the HOMO energy: -0.493 Ha. The value obtained for the energy relative to the best compared isomer or geometry (same formula, charge and spin) is 112.5 kJ/mol. The LUMO energy comes out at -0.225 Eh. The calculation puts the electronic energy at -105387.795 eV.

C4H13NO2 | ωB97M-V/def2-TZVPD

Each line ends with the Löwdin spin population.
Element x y z (Å)
C: -1.333 -2.117 0.342  0.03
C: -0.860 -0.764 -0.332  0.07
C: -0.359 -0.933 -1.740  0.34
C: 0.903 -1.201 -2.046  0.45
N: -1.705 -1.675 1.772  0.01
H: -2.231 -2.655 0.039  0.00
H: -0.508 -2.821 0.210  0.00
H: -1.585 0.033 -0.164  0.03
H: -0.019 -0.375 0.356  0.00
H: -1.223 -1.240 -2.342  0.02
H: 1.544 -0.613 -1.415  0.03
H: 1.191 -1.965 -2.830  0.02
H: -0.848 -1.261 2.056  0.00
H: -1.660 -2.529 2.413  0.00
H: 0.835 3.126 -0.018  0.00
H: 0.026 3.764 -1.174  0.00
O: 0.349 3.867 -0.280  0.00
H: 3.129 3.711 2.075  0.00
H: 2.007 2.755 1.104  0.00
O: 2.346 2.892 1.976  0.00

Force components x, y, z for each atom (eV/Å):
C -0.732 0.294 1.537
C 2.231 0.849 1.184
C -5.449 -1.262 2.023
C 2.363 -0.733 -1.225
N 1.117 -2.409 -0.759
H -0.017 0.625 -0.995
H 0.142 -0.013 0.504
H -0.747 -0.196 -0.721
H -0.797 -0.868 -1.085
H 0.430 0.538 -0.739
H 1.345 -0.133 -0.259
H -0.034 1.099 1.049
H 0.776 1.095 0.814
H -0.632 1.083 -1.297
H 0.751 -1.617 0.091
H 0.109 -0.219 -0.211
O -1.166 1.956 -0.154
H -3.807 -3.708 -1.238
H 0.675 0.709 -0.693
O 3.442 2.910 2.175

Its expectation value of S² is 0.7539. Its total charge is +1. The orbital gap (alpha / beta) comes out at 8.3 / 4.6 eV. Its spin multiplicity is 2. As for the HOMO energy (alpha / beta): -0.513 / -0.513 Ha. The value obtained for the energy relative to the best compared isomer or geometry (same formula, charge and spin) is 470.7 kJ/mol. The LUMO energy (alpha / beta) comes out at -0.208 / -0.345 Eh. The calculation puts the electronic energy at -9931.277 eV.